[1]
82
Properties=species:S:1:pos:R:3:lowdin_spin:R:1 method="wB97M-V/def2-TZVPD" orbital_gap_ev="5.86 / 5.99" total_charge=-1 max_force_ha_per_bohr=0.102 spin_multiplicity=7 lumo_energy_ev="1.91 / 1.99" homo_ev="-3.953 / -4.000" s_squared=12.615
H 4.16 2.64 4.99 0.000
C -2.07 1.25 -4.03 0.000
H -0.15 1.25 -7.54 0.000
N -0.11 -1.67 2.06 0.004
C 2.88 0.89 2.37 0.000
H -4.16 -2.23 4.45 0.000
Cl 2.82 3.61 2.72 0.000
C 3.28 2.05 3.16 0.000
C 1.46 -2.20 -2.36 0.001
H -0.74 -2.50 -2.66 0.000
H 1.53 2.53 0.17 0.000
H 3.36 -2.49 -1.30 0.000
C 0.45 0.62 -6.86 0.000
H 1.50 0.90 -6.91 0.000
C -1.38 0.75 -2.95 -0.004
N -2.99 3.52 2.29 0.000
C -3.50 -4.64 3.60 0.000
C -2.06 -2.44 4.83 0.000
N -1.58 -3.02 3.56 0.001
H 0.45 -0.44 -7.20 0.000
C 4.60 -0.40 3.60 0.000
C 0.07 0.68 -3.02 -0.001
H -0.68 -3.69 -0.29 0.000
H -3.81 -2.64 6.17 0.000
C -2.30 2.39 1.76 0.000
H 5.29 -1.23 3.77 0.000
C 0.14 -2.62 -2.03 0.001
C -0.78 -2.39 2.74 0.002
H 3.44 0.14 -2.35 0.000
H 0.85 3.35 -1.25 0.000
C 4.02 1.81 4.33 0.000
H -1.93 -1.37 4.80 0.000
Tb 0.64 -0.43 0.07 6.054
C -1.88 3.70 1.27 0.000
C -3.42 1.93 -3.88 0.000
C 1.75 2.86 -0.85 0.001
H -1.72 -4.81 2.38 0.000
C -3.16 1.43 0.97 -0.003
H 1.74 -1.70 -3.29 0.000
C 4.64 0.62 4.58 0.000
H 1.65 0.18 -4.43 0.000
N -2.61 0.66 0.05 0.002
O -3.82 -4.23 4.98 0.000
C 0.58 0.43 -4.33 -0.004
H 2.62 3.54 -0.77 0.000
C 3.34 0.87 -1.53 0.001
H -1.90 0.57 -1.98 0.000
H 2.58 1.80 -4.01 0.000
O -1.22 0.55 0.21 -0.002
O 1.98 0.94 1.45 -0.004
H -3.96 3.64 1.90 0.000
N -5.57 1.07 1.86 -0.002
Cl 3.35 -1.63 1.58 0.001
N 0.86 0.76 -1.87 -0.037
H -4.00 1.44 -3.07 0.000
Br -1.23 1.48 3.14 0.000
H -4.03 1.80 -4.80 0.000
C 2.37 2.44 -3.14 -0.002
C 3.65 -0.32 2.59 0.000
C 1.50 -3.28 -0.35 -0.003
Br -2.19 4.25 -0.52 0.000
C 2.30 -2.59 -1.33 0.000
H -1.41 -2.81 5.63 0.000
H 3.31 0.45 -0.53 0.001
H 1.58 3.14 -3.49 0.000
C -0.15 0.76 -5.46 0.000
H -4.15 -4.12 2.84 0.000
H 4.22 1.52 -1.52 0.000
Cl 5.27 0.21 6.11 0.000
C -1.47 1.20 -5.28 -0.004
H -3.37 3.04 -3.73 0.000
C 2.03 1.71 -1.81 -0.001
H -3.67 -5.72 3.56 0.000
C -4.48 1.21 1.40 0.000
H -2.12 1.42 -6.12 0.000
C -1.99 -4.45 3.38 0.000
H -0.87 3.99 1.63 0.000
H 1.90 -3.84 0.47 0.000
H -1.44 -5.07 4.12 0.000
C 0.15 -3.23 -0.78 -0.003
H 3.29 3.03 -2.97 0.000
C -3.53 -2.84 5.11 0.000

***

[2]
75
Properties=species:S:1:pos:R:3:mulliken_charge:R:1 method="wB97M-V/def2-TZVPD" orbital_gap_ev=2.93 total_charge=-1 max_force_ha_per_bohr=0.155 de_lowest_kcal_mol=31.1 lumo_energy_ev=2.05 homo_ev=-0.875
H -21.62 -6.94 5.26 0.473
C -20.25 -5.52 5.92 1.529
C -16.60 -0.38 9.83 1.941
H -21.64 -2.54 7.95 0.240
H -12.03 -4.15 4.70 0.374
H -21.20 -2.60 6.19 0.446
H -10.31 -0.64 6.53 0.320
H -14.77 -2.55 12.48 0.349
C -12.12 -3.17 5.17 -0.524
H -15.77 0.94 5.07 0.313
H -14.56 -0.09 12.64 0.356
C -20.90 -6.24 4.91 -0.884
C -14.99 -6.12 7.75 0.321
C -13.55 -1.47 6.09 -0.053
C -16.10 -2.51 10.83 1.337
C -16.77 -1.77 9.81 -1.317
H -20.94 -1.16 7.11 0.323
H -19.51 -4.73 2.21 0.392
H -21.10 -5.67 8.00 0.341
C -17.31 0.55 8.93 -1.506
H -17.43 -3.06 3.70 0.195
C -16.83 -7.91 6.75 -0.575
H -21.07 -6.65 2.81 0.348
H -17.78 -6.22 6.03 0.471
C -11.20 -1.22 6.24 -0.447
H -16.85 -0.52 5.23 -0.024
C -18.80 -2.44 8.69 0.489
C -20.62 -6.00 3.57 -0.883
Br -13.63 -5.02 8.53 -0.080
H -17.37 0.14 7.89 0.005
H -16.11 -10.25 7.35 0.308
H -15.92 1.29 10.99 0.312
C -13.42 -2.69 5.41 0.367
S -14.81 -3.51 4.73 -0.586
H -9.97 -2.84 5.52 0.308
N -18.85 -3.53 6.56 0.699
H -16.79 1.50 8.91 0.473
H -17.64 -8.60 6.42 0.303
H -20.56 -2.47 10.09 0.354
C -16.32 -4.01 10.91 -1.317
H -13.65 -7.82 8.12 0.419
C -19.53 -4.34 5.59 -1.811
H -15.34 -0.69 4.28 0.424
C -19.32 -4.04 4.20 1.513
C -11.01 -2.47 5.57 -0.613
H -19.43 -5.89 7.94 0.117
H -18.64 -1.96 4.36 0.100
H -16.00 -4.51 9.99 0.077
C -18.48 -2.86 3.72 -1.278
C -15.85 0.20 10.88 -0.956
H -12.63 0.26 6.92 0.456
S -15.06 -0.75 6.66 0.153
C -20.87 -2.23 7.19 -1.517
H -19.94 -0.88 9.66 0.251
C -15.62 -8.39 7.35 0.797
C -16.97 -6.57 6.63 -0.984
H -17.35 -4.30 11.08 0.259
O -15.42 -9.68 7.72 -0.535
N -16.12 -5.66 7.23 0.083
C -19.47 -2.78 7.41 -0.332
H -18.34 0.79 9.23 0.319
H -18.82 -2.55 2.71 0.444
C -12.47 -0.69 6.45 -0.822
Cd -16.37 -3.37 6.75 1.692
N -17.52 -2.51 8.83 0.704
C -19.63 -1.91 9.85 -1.736
C -20.34 -6.12 7.32 -1.356
H -19.00 -1.81 10.73 0.466
C -15.18 -0.52 11.84 -0.875
H -20.43 -7.19 7.41 0.472
H -15.79 -4.37 11.76 0.430
C -14.62 -7.48 7.75 -0.765
C -15.32 -1.91 11.83 -0.750
C -19.85 -4.91 3.23 -0.759
C -15.82 -0.20 5.11 -0.579

***

Please write out number 2 again, unchanged.
75
Properties=species:S:1:pos:R:3:mulliken_charge:R:1 method="wB97M-V/def2-TZVPD" orbital_gap_ev=2.93 total_charge=-1 max_force_ha_per_bohr=0.155 de_lowest_kcal_mol=31.1 lumo_energy_ev=2.05 homo_ev=-0.875
H -21.62 -6.94 5.26 0.473
C -20.25 -5.52 5.92 1.529
C -16.60 -0.38 9.83 1.941
H -21.64 -2.54 7.95 0.240
H -12.03 -4.15 4.70 0.374
H -21.20 -2.60 6.19 0.446
H -10.31 -0.64 6.53 0.320
H -14.77 -2.55 12.48 0.349
C -12.12 -3.17 5.17 -0.524
H -15.77 0.94 5.07 0.313
H -14.56 -0.09 12.64 0.356
C -20.90 -6.24 4.91 -0.884
C -14.99 -6.12 7.75 0.321
C -13.55 -1.47 6.09 -0.053
C -16.10 -2.51 10.83 1.337
C -16.77 -1.77 9.81 -1.317
H -20.94 -1.16 7.11 0.323
H -19.51 -4.73 2.21 0.392
H -21.10 -5.67 8.00 0.341
C -17.31 0.55 8.93 -1.506
H -17.43 -3.06 3.70 0.195
C -16.83 -7.91 6.75 -0.575
H -21.07 -6.65 2.81 0.348
H -17.78 -6.22 6.03 0.471
C -11.20 -1.22 6.24 -0.447
H -16.85 -0.52 5.23 -0.024
C -18.80 -2.44 8.69 0.489
C -20.62 -6.00 3.57 -0.883
Br -13.63 -5.02 8.53 -0.080
H -17.37 0.14 7.89 0.005
H -16.11 -10.25 7.35 0.308
H -15.92 1.29 10.99 0.312
C -13.42 -2.69 5.41 0.367
S -14.81 -3.51 4.73 -0.586
H -9.97 -2.84 5.52 0.308
N -18.85 -3.53 6.56 0.699
H -16.79 1.50 8.91 0.473
H -17.64 -8.60 6.42 0.303
H -20.56 -2.47 10.09 0.354
C -16.32 -4.01 10.91 -1.317
H -13.65 -7.82 8.12 0.419
C -19.53 -4.34 5.59 -1.811
H -15.34 -0.69 4.28 0.424
C -19.32 -4.04 4.20 1.513
C -11.01 -2.47 5.57 -0.613
H -19.43 -5.89 7.94 0.117
H -18.64 -1.96 4.36 0.100
H -16.00 -4.51 9.99 0.077
C -18.48 -2.86 3.72 -1.278
C -15.85 0.20 10.88 -0.956
H -12.63 0.26 6.92 0.456
S -15.06 -0.75 6.66 0.153
C -20.87 -2.23 7.19 -1.517
H -19.94 -0.88 9.66 0.251
C -15.62 -8.39 7.35 0.797
C -16.97 -6.57 6.63 -0.984
H -17.35 -4.30 11.08 0.259
O -15.42 -9.68 7.72 -0.535
N -16.12 -5.66 7.23 0.083
C -19.47 -2.78 7.41 -0.332
H -18.34 0.79 9.23 0.319
H -18.82 -2.55 2.71 0.444
C -12.47 -0.69 6.45 -0.822
Cd -16.37 -3.37 6.75 1.692
N -17.52 -2.51 8.83 0.704
C -19.63 -1.91 9.85 -1.736
C -20.34 -6.12 7.32 -1.356
H -19.00 -1.81 10.73 0.466
C -15.18 -0.52 11.84 -0.875
H -20.43 -7.19 7.41 0.472
H -15.79 -4.37 11.76 0.430
C -14.62 -7.48 7.75 -0.765
C -15.32 -1.91 11.83 -0.750
C -19.85 -4.91 3.23 -0.759
C -15.82 -0.20 5.11 -0.579